[1]
The following is a quantum chemistry calculation of 5 unconnected molecules or ions with the total composition C20H27BrClF4NO15P, from the Open Molecules 2025 dataset.

XYZ file:
```
70
C20H27BrClF4NO15P | the Open Molecules 2025 dataset | ωB97M-V with the def2-TZVPD basis set
C -3.07 -2.51 1.39
C -2.98 -1.64 0.09
C -1.75 -0.63 0.09
Cl -2.39 0.90 -0.66
C -0.53 -1.26 -0.68
C 0.51 -2.10 0.13
N 1.49 -2.26 -0.72
C 1.38 -1.60 -2.03
Br 0.99 -2.70 -3.60
C 0.29 -0.47 -1.76
C 0.87 0.95 -1.48
P 1.85 1.08 0.08
O 2.89 0.00 0.26
O 2.69 2.55 -0.02
O 0.86 1.24 1.41
H -2.16 -3.11 1.61
H -3.36 -1.85 2.23
H -3.90 -3.23 1.24
H -3.01 -2.28 -0.82
H -3.90 -1.02 0.05
H -1.50 -0.47 1.16
H -1.00 -2.08 -1.30
H 0.41 -2.52 1.17
H 2.33 -2.80 -0.49
H 2.32 -1.02 -2.11
H -0.26 -0.42 -2.73
H 1.57 1.20 -2.31
H 0.11 1.78 -1.49
H 2.50 2.94 -0.88
H 1.03 2.12 1.78
C 3.05 -3.44 4.34
C 2.50 -4.82 4.12
O 1.11 -4.57 3.92
C 1.03 -3.33 3.40
O 0.05 -2.89 2.86
O 2.18 -2.64 3.54
F 2.65 -5.60 5.21
H 2.97 -3.13 5.39
H 4.08 -3.35 4.02
H 2.90 -5.33 3.24
C 6.01 2.43 1.00
C 6.84 1.19 1.15
O 7.69 1.52 2.24
C 6.98 2.39 3.01
O 7.26 2.67 4.13
O 5.92 2.90 2.34
F 7.61 0.97 0.05
H 6.49 3.18 0.38
H 5.02 2.22 0.59
H 6.27 0.29 1.38
C -2.12 2.78 -5.78
C -1.28 1.55 -5.62
O -0.42 1.89 -4.54
C -1.12 2.78 -3.78
O -0.83 3.07 -2.66
O -2.19 3.27 -4.44
F -0.52 1.31 -6.71
H -1.64 3.53 -6.42
H -3.11 2.56 -6.18
H -1.84 0.65 -5.37
C -5.85 1.81 0.28
C -6.79 2.18 1.39
O -8.06 1.91 0.83
C -7.87 0.91 -0.07
O -8.74 0.25 -0.53
O -6.55 0.75 -0.37
F -6.70 3.50 1.69
H -5.70 2.63 -0.43
H -4.88 1.47 0.64
H -6.65 1.59 2.30
```

Properties
total charge: +1
molecular weight: 743.8 g/mol
HOMO-LUMO gap: 8.6 eV

Charges obtained by Löwdin population analysis, quoted in units of e: atom 1 (C): -0.09, atom 2 (C): -0.26, atom 3 (C): -0.57, atom 4 (Cl): 0.70, atom 5 (C): -0.22, atom 6 (C): 0.14, atom 7 (N): 0.07, atom 8 (C): -0.64, atom 9 (Br): 0.78, atom 10 (C): -0.30, atom 11 (C): -0.19, atom 12 (P): 0.61, atom 13 (O): -0.31, atom 14 (O): -0.16, atom 15 (O): -0.14, atom 16 (H): 0.06, atom 17 (H): 0.09, atom 18 (H): 0.09, atom 19 (H): 0.11, atom 20 (H): 0.08, atom 21 (H): 0.11, atom 22 (H): 0.15, atom 23 (H): 0.13, atom 24 (H): 0.18, atom 25 (H): 0.11, atom 26 (H): 0.12, atom 27 (H): 0.13, atom 28 (H): 0.05, atom 29 (H): 0.07, atom 30 (H): 0.09, atom 31 (C): -0.04, atom 32 (C): -0.31, atom 33 (O): 0.16, atom 34 (C): -0.53, atom 35 (O): 0.11, atom 36 (O): 0.09, atom 37 (F): 0.10, atom 38 (H): 0.16, atom 39 (H): 0.15, atom 40 (H): 0.18, atom 41 (C): -0.06, atom 42 (C): -0.32, atom 43 (O): 0.14, atom 44 (C): -0.55, atom 45 (O): 0.19, atom 46 (O): 0.08, atom 47 (F): 0.07, atom 48 (H): 0.15, atom 49 (H): 0.11, atom 50 (H): 0.17, atom 51 (C): -0.04, atom 52 (C): -0.31, atom 53 (O): 0.12, atom 54 (C): -0.54, atom 55 (O): 0.13, atom 56 (O): 0.10, atom 57 (F): 0.09, atom 58 (H): 0.15, atom 59 (H): 0.15, atom 60 (H): 0.18, atom 61 (C): -0.08, atom 62 (C): -0.32, atom 63 (O): 0.14, atom 64 (C): -0.55, atom 65 (O): 0.19, atom 66 (O): 0.06, atom 67 (F): 0.08, atom 68 (H): 0.15, atom 69 (H): 0.10, atom 70 (H): 0.18

***

[2]
The following is a quantum chemistry calculation of a molecular structure, C20H27BrIN4O2PS3W, from the Open Molecules 2025 dataset.

XYZ file:
```
60
C20H27BrIN4O2PS3W | the Open Molecules 2025 dataset | ωB97M-V with the def2-TZVPD basis set
W 0.18 -0.38 0.39
C -1.52 1.20 5.96
C -0.10 0.86 5.53
N 0.33 1.67 4.38
C 0.47 1.29 3.12
S 0.16 -0.41 2.71
N 0.81 2.12 2.18
N 1.05 1.50 1.00
C 1.89 2.09 0.19
C 2.45 3.43 0.46
C 2.34 1.28 -0.94
C 3.29 1.71 -1.83
C 3.74 0.84 -2.82
C 3.22 -0.44 -2.88
C 2.27 -0.82 -1.94
N 1.83 0.02 -0.99
H -1.78 0.63 6.85
H -2.24 0.96 5.17
H -1.61 2.26 6.20
H -0.01 -0.19 5.26
H 0.61 1.05 6.33
H 0.53 2.65 4.55
H 1.82 3.98 1.16
H 2.55 4.00 -0.47
H 3.45 3.33 0.90
H 3.71 2.70 -1.76
H 4.49 1.16 -3.53
H 3.54 -1.16 -3.62
H 1.84 -1.81 -1.96
C 0.84 -6.20 -0.93
C -0.04 -5.84 0.22
O -0.88 -4.63 -0.12
P -0.49 -3.16 -0.25
S -1.79 -1.87 0.60
S 1.28 -2.50 0.54
O -0.32 -2.72 -1.76
C -1.32 -3.04 -2.82
C -0.70 -2.69 -4.14
H 1.42 -7.09 -0.65
H 1.56 -5.41 -1.16
H 0.26 -6.45 -1.82
H 0.49 -5.58 1.13
H -0.80 -6.58 0.44
H -2.21 -2.46 -2.59
H -1.55 -4.11 -2.74
H -0.40 -1.64 -4.18
H -1.43 -2.86 -4.93
H 0.17 -3.32 -4.35
Br -2.26 1.24 1.28
C -2.58 2.66 0.05
C -3.30 3.77 0.46
C -3.55 4.78 -0.45
C -3.09 4.68 -1.76
C -2.36 3.57 -2.17
C -2.12 2.57 -1.25
I -1.06 0.88 -1.92
H -3.66 3.84 1.48
H -4.12 5.64 -0.14
H -3.30 5.47 -2.47
H -2.00 3.51 -3.19
```

Properties
total charge: +3
molecular weight: 873.3 g/mol
HOMO-LUMO gap (alpha / beta): 5.5 / 5.9 eV
⟨S²⟩: 0.77
energy above the lowest of the compared OMol25 structures with the same formula, charge and spin: 79.3 kJ/mol
2S+1: 2

Charges obtained by Löwdin population analysis, quoted in units of e: atom 1 (W): 0.73, atom 2 (C): -0.06, atom 3 (C): -0.22, atom 4 (N): 0.04, atom 5 (C): -0.70, atom 6 (S): 0.68, atom 7 (N): 0.01, atom 8 (N): -0.18, atom 9 (C): -0.22, atom 10 (C): 0.03, atom 11 (C): -0.24, atom 12 (C): 0.06, atom 13 (C): 0.04, atom 14 (C): 0.02, atom 15 (C): -0.13, atom 16 (N): -0.16, atom 17 (H): 0.09, atom 18 (H): 0.07, atom 19 (H): 0.09, atom 20 (H): 0.08, atom 21 (H): 0.14, atom 22 (H): 0.17, atom 23 (H): 0.09, atom 24 (H): 0.10, atom 25 (H): 0.13, atom 26 (H): 0.14, atom 27 (H): 0.14, atom 28 (H): 0.14, atom 29 (H): 0.07, atom 30 (C): -0.05, atom 31 (C): -0.15, atom 32 (O): -0.26, atom 33 (P): -0.02, atom 34 (S): 0.34, atom 35 (S): 0.48, atom 36 (O): -0.42, atom 37 (C): -0.21, atom 38 (C): -0.05, atom 39 (H): 0.11, atom 40 (H): 0.08, atom 41 (H): 0.10, atom 42 (H): 0.12, atom 43 (H): 0.14, atom 44 (H): 0.12, atom 45 (H): 0.13, atom 46 (H): 0.06, atom 47 (H): 0.11, atom 48 (H): 0.10, atom 49 (Br): 0.86, atom 50 (C): -0.65, atom 51 (C): -0.08, atom 52 (C): -0.01, atom 53 (C): -0.02, atom 54 (C): -0.12, atom 55 (C): -0.64, atom 56 (I): 1.26, atom 57 (H): 0.12, atom 58 (H): 0.13, atom 59 (H): 0.13, atom 60 (H): 0.11

***

[3]
The following is a quantum chemistry calculation of a molecular structure, C20H27BrNO2PV, from the Open Molecules 2025 dataset.

XYZ file:
```
53
C20H27BrNO2PV | the Open Molecules 2025 dataset | ωB97M-V with the def2-TZVPD basis set
C -2.83 0.37 -3.93
C -2.63 -0.86 -3.29
C -1.93 -0.93 -2.07
C -1.40 0.24 -1.46
C -1.58 1.47 -2.16
C -2.29 1.53 -3.37
C -1.71 -2.26 -1.38
C -0.24 -2.73 -1.20
N 0.80 -1.68 -0.95
V -0.02 0.16 0.17
C -0.89 2.69 -1.58
P 0.77 2.07 -1.01
H -3.02 -1.78 -3.73
H -2.41 2.50 -3.89
H -3.38 0.41 -4.88
H -1.40 3.07 -0.68
H -0.80 3.53 -2.30
H -2.16 -2.20 -0.38
H -2.23 -3.06 -1.92
H -0.21 -3.42 -0.35
C 1.50 3.41 0.02
C 1.77 2.16 -2.57
H 0.08 -3.30 -2.09
C 1.36 -1.24 -2.25
C 1.90 -2.27 -0.14
H -0.69 1.30 1.00
H 1.85 -2.09 -2.76
H 0.54 -0.85 -2.88
H 2.10 -0.45 -2.08
H 2.43 -3.02 -0.75
H 2.60 -1.49 0.20
H 1.46 -2.78 0.73
H 1.79 3.19 -2.95
H 2.81 1.82 -2.38
H 1.31 1.50 -3.32
H 1.65 4.34 -0.57
H 0.82 3.61 0.86
H 2.47 3.07 0.42
H 1.15 0.14 1.33
Br -2.16 1.33 3.11
C -0.68 0.46 3.97
C -0.10 1.12 5.06
C 0.90 0.49 5.82
C 1.29 -0.81 5.51
C 0.71 -1.48 4.43
C -0.26 -0.85 3.63
C -0.87 -1.63 2.55
O -1.30 -2.84 2.85
O -0.88 -1.30 1.27
H -0.43 2.11 5.34
H 1.34 1.00 6.66
H 2.04 -1.30 6.11
H 1.03 -2.49 4.21
```

Properties
total charge: +2
molecular weight: 475.3 g/mol
HOMO-LUMO gap (alpha / beta): 6.3 / 4.0 eV
⟨S²⟩: 0.77
2S+1: 2

Charges obtained by Löwdin population analysis, quoted in units of e: atom 1 (C): -0.01, atom 2 (C): 0.00, atom 3 (C): -0.22, atom 4 (C): -0.14, atom 5 (C): -0.30, atom 6 (C): -0.01, atom 7 (C): -0.11, atom 8 (C): -0.15, atom 9 (N): -0.35, atom 10 (V): 0.84, atom 11 (C): -0.27, atom 12 (P): 0.84, atom 13 (H): 0.13, atom 14 (H): 0.13, atom 15 (H): 0.13, atom 16 (H): 0.10, atom 17 (H): 0.11, atom 18 (H): 0.11, atom 19 (H): 0.14, atom 20 (H): 0.13, atom 21 (C): -0.23, atom 22 (C): -0.20, atom 23 (H): 0.14, atom 24 (C): -0.07, atom 25 (C): -0.08, atom 26 (H): -0.06, atom 27 (H): 0.12, atom 28 (H): 0.09, atom 29 (H): 0.07, atom 30 (H): 0.11, atom 31 (H): 0.09, atom 32 (H): 0.09, atom 33 (H): 0.08, atom 34 (H): 0.06, atom 35 (H): 0.05, atom 36 (H): 0.07, atom 37 (H): 0.05, atom 38 (H): 0.06, atom 39 (H): 0.02, atom 40 (Br): 1.00, atom 41 (C): -0.49, atom 42 (C): -0.06, atom 43 (C): 0.02, atom 44 (C): 0.05, atom 45 (C): 0.05, atom 46 (C): -0.14, atom 47 (C): -0.47, atom 48 (O): 0.09, atom 49 (O): -0.18, atom 50 (H): 0.12, atom 51 (H): 0.14, atom 52 (H): 0.14, atom 53 (H): 0.15